Formula: C2H2N2O3
Source: the Open Molecules 2025 dataset
Level of theory: the ωB97M-V functional and the def2-TZVPD basis

CARTESIAN COORDINATES (ANGSTROEM)
N  0.878  2.654  -0.023
C  0.462  1.587  -0.161
C  -0.118  0.204  -0.189
O  0.689  -0.756  0.417
O  -1.379  0.248  0.547
N  -2.410  0.660  -0.385
O  -3.476  0.666  0.058
H  -0.344  -0.096  -1.148
H  0.390  -0.698  1.329

Properties
* E_HOMO: -11.3 eV
* HOMO-LUMO gap: 10.734 eV
* structure (SMILES): N#C[C@@H](O)ON=O
* M: 102.049 g mol⁻¹
* maximum force: 0.0460 Eh/bohr
* ΔE to the lowest compared entry with this formula, charge and spin: 350.8 kJ/mol
* LUMO: -0.57 eV